Entry from OMol25: C12H24AsF6O6W as an isolated structure in a non-equilibrium geometry (the ωB97M-V functional and the def2-TZVPD basis).

Gap between HOMO and LUMO (spin up / spin down): 8.7580 / 10.0049 eV
2S+1: 4
<S²>: 3.758
E_HOMO (spin up / spin down): -22.771 / -24.951 eV
Energy relative to the best compared isomer or geometry (same formula, charge and spin): 45.7 kJ/mol
Net charge: +4
F_max: 1.376 eV Å⁻¹
LUMO energy (spin up / spin down): -14.01 / -14.95 eV

Geometry as XYZ:
```
50
Properties=species:S:1:pos:R:3:forces:R:3:lowdin_spin:R:1
W 0.2472 0.0947 0.1562 0.494 -1.060 -0.243 1.647
C -0.8784 0.1298 -2.6389 0.040 -0.079 0.052 0.008
C -1.3793 1.4238 -2.0888 0.060 0.070 0.029 0.006
O -1.3218 1.3313 -0.6078 -0.062 0.039 -0.089 0.047
C -1.4311 2.6814 -0.0039 -0.041 -0.114 -0.004 0.006
C -0.0174 3.1882 0.1133 -0.033 -0.038 0.098 0.007
O 0.7301 2.0390 0.6662 0.115 0.172 -0.145 0.024
C 1.4382 2.1575 1.9632 -0.099 0.011 -0.033 0.003
C 0.6190 1.3798 2.9748 -0.055 -0.014 -0.084 0.007
O 0.0247 0.2260 2.2552 0.062 0.140 0.095 0.047
C -1.3419 -0.0814 2.6988 -0.025 0.001 -0.020 0.006
C -1.6519 -1.4109 2.0991 0.039 -0.071 -0.040 0.005
O -1.3214 -1.3189 0.6472 0.038 0.058 0.203 0.042
C -1.3772 -2.6715 0.0395 -0.153 0.003 0.009 0.011
C 0.0136 -3.2464 0.0649 0.152 0.151 -0.200 0.016
O 0.8082 -2.1379 -0.5043 -0.150 0.431 0.440 0.182
C 1.5873 -2.2292 -1.6125 -1.030 0.021 -0.447 0.496
C 1.1946 -1.1816 -2.6358 -0.172 -0.316 0.116 0.081
O 0.4211 -0.1275 -1.9732 0.001 0.125 -0.149 0.047
H -0.7226 0.1978 -3.7156 -0.005 0.047 0.003 0.001
H -1.5373 -0.7075 -2.4044 -0.036 -0.016 -0.084 0.001
H -2.4142 1.6122 -2.3750 -0.007 -0.031 -0.002 0.000
H -0.7418 2.2534 -2.3953 -0.037 0.018 -0.036 0.000
H -1.9193 2.5459 0.9585 -0.002 0.015 0.006 0.000
H -2.0637 3.2960 -0.6434 0.002 0.038 0.036 0.000
H 0.0767 4.0341 0.7922 -0.043 0.015 -0.009 0.000
H 0.4461 3.4338 -0.8403 0.020 0.019 0.011 0.000
H 1.5020 3.2117 2.2252 0.071 -0.004 0.011 0.000
H 2.4335 1.7557 1.8021 -0.014 -0.016 0.000 0.000
H -0.2050 1.9710 3.3740 0.001 -0.014 0.011 0.001
H 1.2294 0.9830 3.7848 -0.008 0.057 0.032 0.001
H -2.0048 0.7055 2.3334 -0.032 0.012 0.069 0.000
H -1.3722 -0.1151 3.7881 0.016 -0.066 0.001 0.000
H -2.7077 -1.6650 2.1843 -0.010 0.018 0.014 0.000
H -1.0244 -2.1937 2.5255 -0.056 -0.020 0.044 0.000
H -1.7673 -2.5465 -0.9680 0.041 0.017 -0.028 0.000
H -2.0840 -3.2737 0.6103 -0.017 0.015 -0.008 0.001
H 0.1132 -4.1343 -0.5589 -0.036 -0.025 0.029 0.000
H 0.4166 -3.4269 1.0584 -0.049 -0.087 0.045 0.000
H 1.8090 -3.2373 -1.9685 0.111 -0.001 0.050 0.023
H 3.0647 -1.8813 -1.2282 -0.345 0.065 -0.059 0.072
H 0.5173 -1.6905 -3.3337 0.083 0.098 -0.112 0.025
H 2.0148 -0.7439 -3.2038 0.010 0.066 0.085 0.008
F 2.1379 -0.1177 0.3024 -0.287 0.248 0.078 0.083
As 4.8834 0.0752 -0.6026 0.439 0.628 0.038 0.003
F 4.9139 -0.6097 0.9067 -0.247 -0.055 -0.132 0.003
F 4.9961 1.6363 -0.0464 0.140 -0.021 -0.012 0.000
F 6.2522 -0.3416 -1.3896 -0.061 -0.082 0.010 0.003
F 3.7786 0.5079 -1.7919 -0.129 -0.076 0.114 0.001
F 4.0071 -1.6912 -0.9989 1.302 -0.393 0.209 0.087
```
Positions in Å, forces in eV/Å.